No. 1
Below is C6H10N2O in the gas phase, with properties calculated with wB97M-V/def2-TZVPD.

Cartesian coordinates (Å):
H1 0.117 3.030 -0.342
N1 -0.290 2.423 -1.055
C1 -0.292 1.198 -0.822
C2 -0.715 0.003 -1.543
C3 -0.527 -1.125 -0.491
C4 0.587 -2.111 -0.771
O1 -1.527 -1.480 0.156
C5 0.401 0.609 0.690
C6 -0.439 0.815 1.916
N2 1.685 0.639 0.678
H2 2.071 0.705 1.629
H3 -1.763 0.080 -1.847
H4 -0.071 -0.142 -2.414
H5 0.977 -2.139 -1.789
H6 0.283 -3.134 -0.532
H7 1.464 -1.939 -0.144
H8 -1.499 0.712 1.677
H9 -0.196 0.050 2.658
H10 -0.266 1.806 2.343

Atomic forces in eV per Å
-0.016 -0.449 -0.018
-0.456 -0.099 -0.631
2.022 -0.531 3.928
-0.195 -0.156 0.001
-3.306 -2.562 -2.386
1.021 -0.636 0.947
2.227 1.135 -0.299
1.006 3.812 -1.477
-0.529 -0.599 0.060
-1.040 -0.227 -0.064
-0.132 -0.475 -0.061
0.122 -0.217 -0.039
-0.131 -0.085 -0.012
-0.361 0.497 -0.115
-0.364 0.273 0.085
-0.030 0.235 0.018
0.084 0.030 0.097
0.005 0.139 0.056
0.074 -0.087 -0.091

## Properties
lowest unoccupied orbital energy = -0.19 eV
energy relative to the best compared isomer or geometry (same formula, charge and spin) = 65.87 kcal per mole
net charge = 0
calculated total energy = -11409.231 eV
HOMO level = -0.3370 hartree
Kohn-Sham gap = 8.98 eV

natural (NBO) atomic charge list, values in e, 5 entries: 0.3639 -0.6095 0.3651 -0.5933 0.5930


No. 2
Below is 4 unconnected molecules or ions with the total composition C6H10N2O, with properties calculated with wB97M-V/def2-TZVPD.

Cartesian coordinates (Å):
C1 -1.126 -1.364 -0.967
C2 0.145 -0.659 -0.974
C3 0.218 0.479 0.226
C4 2.398 -0.590 -0.095
C5 -0.783 0.745 1.161
C6 -1.408 2.160 1.136
H1 -1.150 -2.434 -1.428
H2 -2.083 -0.866 -1.535
H3 -1.247 -1.661 0.089
H4 0.328 -0.270 -2.018
H5 0.829 1.448 0.021
H6 2.732 0.586 0.410
H7 2.654 -2.552 -0.896
H8 -1.381 2.723 2.536
H9 -2.927 2.084 0.497
H10 -0.331 3.058 0.394
N1 1.005 -0.916 0.184
N2 3.129 -1.700 -0.597
O1 -1.003 -0.269 1.858

Atomic forces in eV per Å
-3.258 -2.980 -0.775
-0.874 3.092 0.289
4.048 -0.283 -4.318
2.167 -5.162 -0.521
-1.393 -2.692 2.077
-0.054 2.603 1.320
0.729 1.781 0.240
2.537 -0.725 1.818
-1.034 0.558 -0.312
1.300 -0.408 1.433
-0.593 -2.195 -0.297
-0.234 -4.212 -1.977
-0.975 0.649 0.552
-0.447 -1.864 -4.603
4.568 0.417 1.862
-3.740 -2.548 2.025
-0.114 4.067 -1.221
-1.053 7.119 2.187
-1.581 2.781 0.221

## Properties
lowest unoccupied orbital energy = -0.42 eV
energy relative to the best compared isomer or geometry (same formula, charge and spin) = 266.38 kcal per mole
net charge = 0
calculated total energy = -11400.537 eV
HOMO level = -0.3444 hartree
Kohn-Sham gap = 8.95 eV

natural (NBO) atomic charge list, values in e, 5 entries: -0.6733 -0.0152 -0.2069 0.2406 0.3969


No. 3
Below is C6H10N2O2 in the gas phase, with properties calculated with wB97M-V/def2-TZVPD.

Cartesian coordinates (Å):
H1 -3.160 -1.206 -0.005
N1 -2.177 -1.106 0.465
C1 -1.980 0.139 0.449
O1 -2.988 0.883 -0.211
C2 -0.644 0.870 0.400
O2 -0.714 2.082 0.384
C3 0.631 0.093 0.386
N2 0.685 -1.174 -0.272
C4 0.544 -1.100 -1.717
C5 1.443 0.251 1.665
C6 1.905 0.902 0.407
H2 -2.616 1.763 -0.394
H3 -0.015 -1.795 0.124
H4 -0.408 -0.642 -2.049
H5 1.367 -0.508 -2.141
H6 0.597 -2.111 -2.141
H7 1.028 0.880 2.453
H8 1.941 -0.660 1.999
H9 2.743 0.454 -0.125
H10 1.818 1.985 0.324

Atomic forces in eV per Å
1.989 -0.214 1.398
-1.589 -0.324 -0.212
-1.482 0.142 -3.521
1.286 0.217 1.158
-0.174 0.542 1.015
0.297 -0.245 -0.157
0.050 0.030 -0.021
0.031 -0.200 0.221
-0.074 0.082 -0.266
-0.010 -0.142 0.291
0.114 0.196 -0.229
-0.193 -0.026 0.244
0.087 0.069 -0.079
0.193 -0.099 0.047
-0.195 -0.156 0.123
-0.005 0.263 0.122
0.114 -0.152 -0.240
-0.139 0.268 -0.120
-0.267 0.077 0.181
-0.032 -0.330 0.045

## Properties
lowest unoccupied orbital energy = -0.16 eV
energy relative to the best compared isomer or geometry (same formula, charge and spin) = 52.21 kcal per mole
net charge = 0
calculated total energy = -13457.678 eV
HOMO level = -0.3342 hartree
Kohn-Sham gap = 8.94 eV

natural (NBO) atomic charge list, values in e, 5 entries: 0.3681 -0.6366 0.4367 -0.7054 0.5162


Question: Which formula does entry 2 have?
Answer: C6H10N2O


Question: Which formula does entry 2 have?
Answer: C6H10N2O


Question: lowest unoccupied orbital energy of number 3 (C6H10N2O2)?
Answer: -0.16 eV


Please write out number 2 again, unchanged.
Below is 4 unconnected molecules or ions with the total composition C6H10N2O, with properties calculated with wB97M-V/def2-TZVPD.

Cartesian coordinates (Å):
C1 -1.126 -1.364 -0.967
C2 0.145 -0.659 -0.974
C3 0.218 0.479 0.226
C4 2.398 -0.590 -0.095
C5 -0.783 0.745 1.161
C6 -1.408 2.160 1.136
H1 -1.150 -2.434 -1.428
H2 -2.083 -0.866 -1.535
H3 -1.247 -1.661 0.089
H4 0.328 -0.270 -2.018
H5 0.829 1.448 0.021
H6 2.732 0.586 0.410
H7 2.654 -2.552 -0.896
H8 -1.381 2.723 2.536
H9 -2.927 2.084 0.497
H10 -0.331 3.058 0.394
N1 1.005 -0.916 0.184
N2 3.129 -1.700 -0.597
O1 -1.003 -0.269 1.858

Atomic forces in eV per Å
-3.258 -2.980 -0.775
-0.874 3.092 0.289
4.048 -0.283 -4.318
2.167 -5.162 -0.521
-1.393 -2.692 2.077
-0.054 2.603 1.320
0.729 1.781 0.240
2.537 -0.725 1.818
-1.034 0.558 -0.312
1.300 -0.408 1.433
-0.593 -2.195 -0.297
-0.234 -4.212 -1.977
-0.975 0.649 0.552
-0.447 -1.864 -4.603
4.568 0.417 1.862
-3.740 -2.548 2.025
-0.114 4.067 -1.221
-1.053 7.119 2.187
-1.581 2.781 0.221

## Properties
lowest unoccupied orbital energy = -0.42 eV
energy relative to the best compared isomer or geometry (same formula, charge and spin) = 266.38 kcal per mole
net charge = 0
calculated total energy = -11400.537 eV
HOMO level = -0.3444 hartree
Kohn-Sham gap = 8.95 eV

natural (NBO) atomic charge list, values in e, 5 entries: -0.6733 -0.0152 -0.2069 0.2406 0.3969